Entry 1:
The following is a quantum chemistry calculation of a structure of composition C8H25BBrNO10P3 in a non-equilibrium geometry, from OMol25.

* orbital gap: 6.15 eV
* total energy: -4750.2029 Eh

The geometry in ORCA input format:
```
! RIJCOSX wB97M-V def2-TZVPD def2/J DEFGRID3
* xyz -1 1
C 1.9627 -2.7695 -2.1405
C 0.9844 -3.9549 -2.0775
B 0.5120 -4.4687 -3.5169
O 1.5014 -4.5078 -4.5511
N -0.7983 -4.9032 -3.8158
P -1.8678 -3.8096 -3.3992
O -1.9737 -3.8568 -1.6924
Br -0.7932 -1.7384 -3.6969
H 2.4824 -2.7308 -1.1843
H 1.4487 -1.8308 -2.2775
H 2.7242 -2.9123 -2.8968
H 0.1607 -3.7343 -1.4131
H 1.5423 -4.7707 -1.6071
H 2.1927 -5.0993 -4.2231
H -2.8227 -4.2614 -1.4685
C 3.8393 2.2392 0.2998
O 3.1563 1.0024 0.5068
P 1.7819 1.0049 1.2953
O 0.9180 2.1667 1.0632
O 2.1757 0.7768 2.8262
C 2.8024 1.8402 3.5393
O 1.1931 -0.3853 0.8907
C -0.1501 -0.6873 1.3280
H 4.4948 2.1139 -0.5581
H 3.1368 3.0468 0.0947
H 4.4454 2.4886 1.1721
H 2.5034 2.8148 3.1492
H 3.8868 1.7335 3.4768
H 2.5022 1.7723 4.5824
H -0.8697 -0.2812 0.6215
H -0.3457 -0.2820 2.3209
H -0.2491 -1.7679 1.3575
C -0.6716 3.4128 1.7279
O -2.0991 3.3689 1.5623
P -2.7589 2.0091 1.0891
O -2.1445 0.7961 1.6287
O -2.8224 2.0821 -0.4943
C -1.5917 1.9595 -1.2191
O -4.2652 2.2534 1.4808
C -5.1614 1.1465 1.3127
H -0.4445 4.2276 2.4113
H -0.2921 2.4817 2.1452
H -0.1858 3.6079 0.7732
H -0.8674 1.3586 -0.6686
H -1.1819 2.9536 -1.4034
H -1.7900 1.4773 -2.1721
H -5.1233 0.5064 2.1926
H -4.9122 0.5627 0.4269
H -6.1651 1.5482 1.2011
*
```

Entry 2:
The following is a quantum chemistry calculation of a structure of composition C8H25BClCoNO4 in a non-equilibrium geometry, from OMol25.

* ⟨S²⟩: 6.01
* orbital gap (spin up / spin down): 2.58 / 9.01 eV
* total energy: -2543.1529 Eh

The geometry in ORCA input format:
```
! RIJCOSX wB97M-V def2-TZVPD def2/J DEFGRID3
* xyz -1 5
Co -11.6240 -28.3556 -10.7295
B -9.9617 -28.4348 -12.1077
H -9.6227 -28.8854 -11.1877
H -10.0968 -27.3755 -11.9533
H -9.2946 -28.5889 -12.9416
H -10.9021 -28.9014 -12.3570
Cl -13.0726 -27.0226 -12.2839
C -15.5416 -27.7149 -16.4188
C -14.8451 -26.8654 -15.3448
O -13.4368 -27.0213 -15.3811
O -16.9587 -27.5511 -16.4806
H -15.2773 -28.7388 -16.1544
H -15.1433 -27.5620 -17.4219
H -15.3481 -26.9574 -14.3822
H -15.0958 -25.8342 -15.5935
H -13.0791 -26.9424 -14.4937
H -17.2792 -28.1674 -17.1432
C -12.6028 -30.9552 -12.2323
O -11.9262 -30.3405 -11.1319
C -11.5237 -31.3201 -10.1827
C -10.3781 -30.7759 -9.3120
N -10.7575 -29.4035 -8.9504
C -9.5195 -28.6932 -8.5640
C -9.9157 -27.1744 -8.5018
O -10.9043 -26.8752 -9.4430
C -11.1457 -25.4629 -9.5227
H -12.0248 -31.6721 -12.8156
H -13.2206 -30.2817 -12.8262
H -13.4024 -31.5735 -11.8244
H -11.1346 -32.2294 -10.6408
H -12.3734 -31.6766 -9.6005
H -9.5374 -30.8987 -9.9949
H -10.2326 -31.4207 -8.4453
H -11.2324 -29.4858 -8.0628
H -8.6921 -28.7374 -9.2722
H -9.2130 -29.1287 -7.6130
H -9.0692 -26.4882 -8.5303
H -10.4399 -26.9838 -7.5653
H -10.2888 -24.7910 -9.5699
H -11.7012 -25.2833 -8.6022
H -11.7407 -25.2907 -10.4196
*
```

Entry 3:
The following is a quantum chemistry calculation of a structure of composition C8H25ClGaNO3P, from OMol25.

* orbital gap: 6.52 eV
* total energy: -3326.6563 Eh

The geometry in ORCA input format:
```
! RIJCOSX wB97M-V def2-TZVPD def2/J DEFGRID3
* xyz -1 1
N 1.3569 0.1040 1.9667
C 1.8744 1.1087 1.0128
C 1.9587 2.5388 1.5598
Ga 0.3290 3.7702 1.5688
P -1.7643 2.6832 1.0277
O -1.2610 1.1002 0.7700
Cl -2.5689 2.3516 2.9561
H 0.8521 0.5791 2.7080
H 2.1345 -0.3629 2.4168
H 1.2412 1.0675 0.1226
H 2.8713 0.7690 0.6968
H 2.3431 2.4825 2.5878
H 2.7196 3.0811 0.9857
H 0.1094 4.4367 3.0116
H 0.4727 4.8994 0.4301
H -1.6253 0.8147 -0.0764
C -2.0983 -2.6059 2.3830
C -2.5445 -2.3304 0.9548
C -1.3574 -2.0525 0.0490
O -3.4668 -1.2461 0.9165
H -1.5666 -1.7350 2.7748
H -2.9617 -2.8020 3.0196
H -1.4246 -3.4643 2.4272
H -3.1094 -3.1878 0.5768
H -0.8319 -1.1658 0.4128
H -1.6870 -1.8714 -0.9760
H -0.6488 -2.8838 0.0460
H -3.0166 -0.4581 1.2569
C 2.4613 -0.5281 -3.1026
C 1.0325 -0.3211 -2.6272
C 0.0222 -1.0817 -3.4725
O 0.7036 1.0627 -2.5818
H 2.5727 -0.1674 -4.1304
H 3.1516 0.0244 -2.4658
H 2.7339 -1.5849 -3.0836
H 0.9506 -0.6464 -1.5870
H 0.0527 -0.7393 -4.5119
H -0.9804 -0.9032 -3.0846
H 0.2151 -2.1559 -3.4639
H 0.7543 1.4203 -3.4749
*
```

Entry 4:
The following is a quantum chemistry calculation of a structure of composition C8H25LiNO7 in a non-equilibrium geometry, from OMol25.

* orbital gap: 2.36 eV
* energy relative to the best compared isomer or geometry (same formula, charge and spin): 6.823 eV
* total energy: -908.4788 Eh

The geometry in ORCA input format:
```
! RIJCOSX wB97M-V def2-TZVPD def2/J DEFGRID3
* xyz -1 1
Li 1.9432 -0.4070 0.1683
O 3.8269 2.8639 2.2388
C 4.6671 3.9806 1.8535
C 6.1985 4.1432 2.2538
O 6.4123 3.9824 3.6207
H 4.0903 4.8567 2.1499
H 4.6273 3.9874 0.7643
H 6.5591 5.1461 2.0254
H 6.7474 3.3372 1.7667
C 1.8211 -0.4138 -3.3866
O 0.8111 -0.9818 -2.5260
C -0.4603 -1.1350 -3.1600
C -1.4377 -1.7707 -2.1894
N -1.7207 -0.7581 -1.1866
C -2.4983 -1.4299 -0.1229
C -3.8847 -1.8845 -0.4976
O -4.4865 -0.7832 -1.2159
C -5.8251 -1.1222 -1.6248
H 1.6967 0.6295 -3.6769
H 1.7889 -0.9072 -4.3579
H 2.7878 -0.3712 -2.8848
H -0.4310 -1.8372 -3.9933
H -0.8529 -0.1874 -3.5287
H -1.0566 -2.6451 -1.6618
H -2.3737 -2.0289 -2.6847
H -2.3523 -0.0811 -1.5903
H -2.6394 -0.7516 0.7185
H -1.9558 -2.2811 0.2884
H -4.4605 -2.1520 0.3884
H -3.8847 -2.8374 -1.0269
H -6.2768 -0.2385 -2.0757
H -6.4990 -1.2033 -0.7720
H -5.8657 -1.9258 -2.3601
O -1.7594 3.5856 2.3458
H -1.7570 4.2056 3.0751
H -0.8649 3.2463 2.3162
O 0.0481 -0.7028 5.7536
H 0.1481 0.0525 5.1741
H 0.1081 -0.3377 6.6364
O 3.0328 -3.9218 0.8417
H 2.9932 -4.7569 0.3755
H 3.0351 -4.1639 1.7678
*
```

Entry 5:
The following is a quantum chemistry calculation of a structure of composition C8H26F2O5S3Zr in a non-equilibrium geometry, from OMol25.

* orbital gap: 6.98 eV
* energy relative to the best compared isomer or geometry (same formula, charge and spin): 0.000 eV
* total energy: -2137.4543 Eh

The geometry in ORCA input format:
```
! RIJCOSX wB97M-V def2-TZVPD def2/J DEFGRID3
* xyz 2 1
Zr 1.7073 -1.0152 -0.8580
F -0.0366 -0.1538 -0.2663
F 0.9127 -1.2445 -2.6730
C -2.7139 1.9212 1.2324
O -2.7286 0.5145 1.4004
H -1.7277 2.3546 1.0318
H -3.3829 2.1856 0.4120
H -3.0959 2.3450 2.1573
H -2.2776 0.0549 0.6891
C -2.1418 1.6928 -2.9548
O -2.2814 0.7712 -1.8800
H -1.1559 1.5959 -3.4142
H -2.9219 1.5133 -3.6883
H -2.2870 2.7109 -2.5775
H -1.4552 0.6839 -1.4015
C 0.3948 -0.4969 3.4727
S 1.4238 -1.8237 2.8582
O 1.4832 -1.5439 1.3539
C 2.9595 -1.3164 3.5958
H 0.7582 0.4163 3.0039
H 0.4101 -0.4246 4.5584
H -0.6307 -0.6978 3.1619
H 2.8491 -1.4374 4.6732
H 3.2383 -0.3058 3.2987
H 3.7643 -1.9781 3.2739
C -0.8332 -4.6799 -1.7317
S -0.4598 -3.7512 -0.2545
O 0.6716 -2.7980 -0.6818
C -1.9753 -2.8122 -0.1312
H -1.0680 -4.0062 -2.5540
H -1.6230 -5.3994 -1.5288
H 0.0969 -5.1986 -1.9649
H -1.9037 -2.0673 0.6549
H -2.7398 -3.5471 0.1276
H -2.2084 -2.3799 -1.1038
C 2.9233 3.3897 -2.1364
S 1.4189 2.5311 -1.7057
O 1.8282 1.0530 -1.6080
C 1.2773 3.0892 -0.0205
H 3.7229 3.1335 -1.4422
H 2.7661 4.4625 -2.2135
H 3.1935 2.9724 -3.1077
H 2.2179 2.8936 0.4998
H 0.4530 2.6171 0.5050
H 1.1772 4.1756 -0.0627
*
```

Entry 6:
The following is a quantum chemistry calculation of a cluster of 5 separate species, C8H26NO5 in total in a non-equilibrium geometry, from OMol25.

* orbital gap: 6.78 eV
* total energy: -751.3238 Eh

The geometry in ORCA input format:
```
! RIJCOSX wB97M-V def2-TZVPD def2/J DEFGRID3
* xyz -1 1
O -0.6692 -0.3841 -0.1360
H 0.1747 0.1515 0.0269
H -1.5097 0.2137 -0.1199
H -0.5851 -0.8195 -1.0782
C -5.1600 1.1195 0.2828
C -3.7131 1.0646 0.7569
O -2.8078 1.1704 -0.2786
H -5.8555 0.8949 1.0984
H -5.3004 0.3447 -0.4737
H -5.3415 2.0967 -0.1641
H -3.4657 0.1220 1.2887
H -3.5488 1.8231 1.5541
C -0.1562 -3.6756 -3.2987
C 0.3891 -2.3051 -2.9096
O -0.5152 -1.3430 -2.5241
H 0.6355 -4.4241 -3.1922
H -0.5849 -3.6470 -4.3012
H -0.9013 -3.9502 -2.5488
H 1.1228 -1.8527 -3.6109
H 1.0886 -2.4774 -2.0474
C 0.5251 1.7026 2.2307
C 1.8047 1.4254 1.4661
C 2.5401 0.2262 2.0167
O 3.7798 0.0832 1.3534
C 4.4050 -1.1737 1.5602
N 1.5191 1.1500 0.0491
H -0.2287 0.9128 2.1958
H 0.0120 2.5934 1.8664
H 0.7799 1.8469 3.2835
H 2.4369 2.3200 1.5363
H 1.8602 -0.6343 1.9419
H 2.7858 0.3095 3.0879
H 5.4635 -0.9513 1.6983
H 4.2257 -1.8606 0.7332
H 4.0360 -1.6002 2.4991
H 2.3078 1.2223 -0.5828
H 0.9099 1.9025 -0.2979
O -0.5712 2.3635 -1.4442
H -0.4085 1.9683 -2.3079
H -1.4796 2.0710 -1.2100
*
```